No. 1
107
Properties=species:S:1:pos:R:3:forces:R:3:mulliken_charge:R:1 method="wB97M-V/def2-TZVPD" total_charge=-2 max_force_ha_per_bohr=0.0213 multiplicity=6 relative_energy_kcal_mol=19.1 gap_ev="6.29 / 6.74" homo_ha="-0.09028 / -0.10684"
Mn -2.03550 0.84055 0.00749 0.174 -0.942 -0.526 1.208
Se 5.18065 1.44482 0.87222 -0.113 -0.031 -0.055 -0.332
P 3.48273 0.57540 1.80587 0.183 -0.066 0.044 1.077
C 2.85337 1.64380 3.13081 0.151 0.066 0.046 0.667
C 2.23353 2.83110 2.74919 -0.004 -0.055 -0.030 -0.029
C 1.76506 3.70828 3.70919 -0.017 0.079 0.021 -0.564
C 1.93415 3.41781 5.05784 0.011 -0.020 -0.044 -0.565
C 2.55040 2.23707 5.43936 -0.005 -0.041 -0.029 -0.724
C 3.00310 1.34288 4.47607 0.034 -0.015 0.056 -0.447
C 3.97859 -1.00447 2.60294 -0.089 0.063 -0.087 0.438
C 3.19054 -2.15010 2.55343 -0.006 -0.024 0.031 -0.481
C 3.61585 -3.31727 3.17951 -0.049 0.075 -0.063 -0.662
C 4.81867 -3.34370 3.86537 0.039 -0.011 0.024 -0.468
C 5.61450 -2.20518 3.90923 -0.027 0.043 -0.030 -0.677
C 5.20080 -1.04543 3.27125 0.049 -0.031 0.032 -0.688
C 1.96418 0.20386 0.92648 0.022 -0.076 0.015 -0.396
C 1.33590 0.07746 -0.32176 0.074 -0.257 0.035 -0.167
N 0.06366 -0.29332 -0.05750 0.072 0.331 -0.160 0.301
N -0.08848 -0.34986 1.26147 0.127 -0.301 -0.410 0.219
N 1.03363 -0.07714 1.86302 -0.295 0.147 0.209 -0.667
P 1.97608 0.11274 -2.00926 0.028 0.116 0.017 1.392
Se 0.66971 0.29628 -3.65770 -0.116 -0.094 0.096 -0.466
C 3.08172 1.54053 -2.02342 -0.011 0.031 -0.003 -0.065
C 4.27637 1.53059 -2.72974 0.051 -0.010 0.036 -0.392
C 5.02987 2.69004 -2.82559 -0.008 0.006 0.028 -0.644
C 4.57932 3.86180 -2.23209 -0.002 -0.035 -0.008 -0.474
C 3.36913 3.87832 -1.55297 0.006 -0.005 0.004 -0.723
C 2.61583 2.72048 -1.44812 -0.019 -0.011 0.010 0.026
C 2.99600 -1.40378 -2.13511 -0.081 -0.010 0.082 -0.047
C 2.63149 -2.39156 -3.04156 0.031 -0.060 -0.004 -0.799
C 3.32462 -3.59588 -3.07953 -0.023 0.066 0.001 -0.650
C 4.38567 -3.81583 -2.21459 0.009 0.017 0.020 -0.425
C 4.75816 -2.82726 -1.31185 -0.017 0.002 -0.016 -0.861
C 4.06344 -1.62837 -1.26848 0.066 0.061 0.010 0.383
H 2.08631 3.04975 1.69851 -0.051 0.010 -0.003 0.082
H 1.24713 4.60732 3.40397 -0.066 -0.040 -0.018 0.342
H 1.56291 4.10399 5.80862 -0.021 0.001 0.002 0.350
H 2.66329 1.99602 6.48935 -0.002 -0.010 0.012 0.385
H 3.45113 0.40525 4.78020 0.016 0.018 -0.001 0.290
H 2.23924 -2.13617 2.04126 -0.036 0.023 -0.007 0.509
H 2.99072 -4.19961 3.12865 0.001 -0.008 0.012 0.443
H 5.13883 -4.25055 4.36485 0.015 -0.005 -0.012 0.360
H 6.56285 -2.22118 4.43239 0.001 -0.002 0.012 0.378
H 5.82955 -0.16298 3.27219 -0.004 -0.006 -0.004 0.379
H 4.62513 0.61364 -3.18948 0.004 -0.006 -0.006 0.396
H 5.97475 2.67761 -3.35500 0.002 -0.003 -0.008 0.360
H 5.17598 4.76369 -2.29562 0.001 0.008 -0.008 0.349
H 3.01469 4.79124 -1.09147 -0.013 -0.007 0.000 0.451
H 1.66324 2.73131 -0.92672 -0.008 0.013 0.027 0.320
H 1.79691 -2.20503 -3.70650 0.000 -0.001 0.002 0.265
H 3.02648 -4.36411 -3.78237 -0.003 -0.003 -0.004 0.388
H 4.92013 -4.75810 -2.23914 0.007 -0.001 0.002 0.362
H 5.58396 -2.98702 -0.62971 0.006 -0.003 0.004 0.467
H 4.37807 -0.85953 -0.57145 -0.008 0.032 0.013 0.088
N -3.30120 1.68982 -4.35721 0.239 0.196 -0.039 0.083
C -3.23038 3.05053 -4.70486 0.010 -0.225 0.225 -0.093
C -3.78611 3.48624 -5.89159 -0.013 0.143 -0.055 -0.553
C -3.75072 4.83761 -6.23298 -0.026 -0.061 -0.015 -0.508
C -3.16785 5.74476 -5.37013 0.027 -0.005 0.073 -0.639
C -2.60690 5.30067 -4.17305 -0.048 -0.005 -0.090 -0.754
C -2.61403 3.95729 -3.83552 0.042 -0.003 -0.136 0.582
S -1.81127 3.44431 -2.35458 -0.183 -0.332 0.143 0.061
N -2.22870 1.79257 -2.25175 0.153 0.551 0.348 0.138
C -2.79941 1.16142 -3.18437 -0.382 -0.978 -0.159 0.124
C -2.96942 -0.34637 -3.01846 0.066 0.933 -0.090 0.213
C -3.81727 -1.11144 -3.80469 -0.047 -0.301 0.083 -0.781
C -3.84856 -2.48479 -3.57291 -0.015 0.168 0.045 -0.818
C -3.04713 -3.02085 -2.58030 0.075 0.061 -0.055 -0.866
C -2.25740 -2.15736 -1.82479 0.062 0.023 -0.314 -0.628
N -2.23458 -0.85602 -2.04764 0.417 -0.087 -0.325 0.745
H -3.56987 1.04872 -5.08006 0.049 -0.043 0.009 0.187
H -4.24774 2.76517 -6.55743 -0.025 -0.003 0.010 0.358
H -4.19126 5.16663 -7.16555 0.011 0.005 -0.006 0.356
H -3.14621 6.79885 -5.61478 0.006 0.009 -0.003 0.356
H -2.14822 6.00678 -3.49124 0.004 0.011 0.003 0.428
H -4.48161 -0.68001 -4.54093 0.020 0.060 -0.026 0.479
H -4.51338 -3.11449 -4.15162 0.027 -0.022 -0.014 0.369
H -3.03933 -4.08289 -2.37307 -0.007 -0.015 0.005 0.495
H -1.64076 -2.51116 -1.00607 -0.065 0.016 -0.080 0.558
O -6.10589 -0.53292 0.14911 -0.116 0.003 -0.015 -0.786
C -4.91444 -0.38133 0.04521 -0.253 -0.074 -0.022 0.360
N -3.74428 -0.31020 -0.08005 -0.333 0.122 0.477 -0.241
O -2.49353 1.56987 2.08945 0.115 0.219 -0.136 -0.707
S -2.17003 2.89306 1.45594 0.167 0.775 0.264 1.199
O -3.29872 3.29674 0.60075 0.108 -0.051 0.049 -0.708
O -0.99779 2.54957 0.50994 -0.120 0.265 0.010 -0.536
O -1.75891 3.91309 2.40644 0.006 -0.119 0.082 -0.762
C -1.77667 -1.42647 3.72723 0.001 -0.059 0.004 -0.793
N -2.82437 -2.44711 3.60791 0.112 0.055 -0.120 0.192
C -2.63046 -3.53308 4.55233 -0.043 -0.015 0.004 -1.092
C -2.97846 -2.95251 2.27987 0.078 0.197 0.228 0.309
S -1.66318 -3.42742 1.36953 0.020 -0.298 0.223 -0.362
N -4.24635 -3.01557 1.87697 -0.129 -0.024 -0.154 0.268
C -5.38316 -2.55177 2.66509 0.090 -0.032 0.014 -1.012
C -4.59316 -3.51102 0.55703 0.027 0.002 0.026 -0.729
H -1.86831 -0.97966 4.71869 0.002 0.003 0.010 0.397
H -1.91194 -0.64451 2.98345 -0.047 -0.003 0.035 0.031
H -0.77335 -1.84855 3.60373 0.015 0.010 0.002 0.301
H -1.72937 -4.11951 4.32002 0.017 0.006 0.031 0.323
H -3.49429 -4.20347 4.54808 0.001 -0.011 -0.022 0.288
H -2.52949 -3.10691 5.55151 -0.011 -0.014 0.012 0.380
H -5.02514 -2.08852 3.57617 0.011 0.011 -0.004 0.361
H -6.02897 -3.40163 2.91003 -0.013 -0.016 -0.003 0.298
H -5.94652 -1.83025 2.07443 -0.030 -0.001 -0.003 0.378
H -3.72740 -3.44789 -0.09506 -0.127 -0.009 0.130 -0.188
H -5.39788 -2.89380 0.16077 -0.031 -0.030 -0.019 0.355
H -4.92267 -4.55438 0.61698 0.003 -0.027 0.002 0.328

***

No. 2
151
Properties=species:S:1:pos:R:3:forces:R:3:mulliken_charge:R:1 method="wB97M-V/def2-TZVPD" smiles="CCCCCC[C@@](CCP(=O)(OCC)OCC)(OCCN)[C@H](Cl)CC.CN(C)P(=O)(N(C)C)N(C)C.CN(C)P(=O)(N(C)C)N(C)C.CN(C)P(=O)(N(C)C)N(C)C" max_force_ha_per_bohr=0.1191 gap_ev=8.00 homo_ha=-0.29361
C 7.69467 -3.17832 2.27779 -0.345 -0.021 -0.305 -1.008
C 8.23809 -2.38980 1.08281 0.407 -0.082 0.216 -0.344
C 8.44861 -0.87956 1.33821 -0.234 -0.281 0.048 -0.957
C 7.33132 -0.20878 2.13221 -0.610 0.488 -0.288 -1.049
C 6.03373 -0.00817 1.30455 0.717 -0.479 0.825 -0.026
C 4.86328 0.15628 2.29422 -0.189 -0.031 -0.671 -1.147
C 3.54690 0.78305 1.74007 -0.147 0.304 -0.902 0.236
C 3.42723 0.67581 0.20130 -0.553 -0.834 0.043 -1.573
C 3.26505 -0.79608 -0.26880 0.068 0.278 0.797 -1.164
P 1.53378 -1.32427 -0.49640 -0.932 0.694 -1.376 0.937
O 1.31551 -1.55850 -1.93414 0.292 -0.568 -0.389 -0.839
O 1.10554 -2.61124 0.38704 1.012 0.981 -0.120 0.163
C 2.04496 -3.70774 0.32462 -0.260 -1.044 0.653 -0.194
C 2.36052 -4.16367 1.76858 -0.506 0.250 -0.483 -1.134
O 0.52288 -0.13869 -0.05280 0.529 -0.933 0.747 -0.284
C -0.84753 -0.60277 -0.02952 -0.437 -0.399 -0.075 -0.301
C -1.31582 -0.99081 1.37358 -0.045 -0.059 0.151 -0.552
O 2.45541 0.00856 2.24027 0.039 0.888 0.317 0.088
C 2.17603 0.21833 3.61851 -0.025 -1.380 0.777 -0.682
C 1.97355 -1.16662 4.29243 -0.103 0.598 0.361 -0.520
N 0.57548 -1.53581 4.52371 -0.067 -0.419 -0.361 -0.644
C 3.43073 2.29181 2.07914 0.365 0.100 -0.121 0.314
Cl 1.74918 2.88883 1.76787 0.103 -0.240 0.221 -0.163
C 4.47135 3.18337 1.33109 -0.501 0.818 0.192 -0.256
C 3.89851 4.20204 0.32602 0.834 -0.110 -0.341 -1.505
H 7.65046 -4.24393 2.03528 0.127 0.071 0.091 0.397
H 6.66537 -2.88084 2.50717 0.125 0.004 0.069 0.103
H 8.29616 -3.04498 3.18079 -0.003 0.012 -0.098 0.289
H 7.61655 -2.57019 0.19929 -0.103 0.116 0.159 0.285
H 9.22058 -2.80437 0.82664 -0.120 0.020 -0.076 0.378
H 9.40320 -0.75027 1.85799 -0.072 0.058 -0.064 0.441
H 8.52170 -0.39935 0.35512 0.199 0.135 0.181 0.258
H 7.04098 -0.77958 3.02060 0.317 -0.121 -0.081 0.521
H 7.62691 0.77583 2.51597 0.195 -0.122 -0.102 0.362
H 5.92674 -0.92425 0.71273 -0.342 0.197 -0.076 -0.085
H 6.15275 0.81507 0.59989 0.025 0.013 0.126 0.391
H 4.58807 -0.85614 2.61185 0.006 0.116 0.033 0.406
H 5.20716 0.65324 3.20940 -0.051 0.230 -0.210 0.579
H 2.53277 1.20452 -0.13932 0.142 0.202 0.294 0.561
H 4.26788 1.13953 -0.30932 0.064 -0.142 0.125 0.823
H 3.74015 -0.91267 -1.24344 -0.301 -0.142 -0.037 0.527
H 3.77418 -1.47682 0.42012 -0.092 0.054 -0.004 0.423
H 2.94183 -3.48732 -0.26125 -0.124 0.302 0.106 0.607
H 1.55014 -4.54302 -0.18004 -0.068 0.263 -0.100 0.035
H 3.41470 -4.07347 2.03314 -0.079 -0.169 0.011 0.241
H 1.76694 -3.54328 2.44184 0.169 0.042 0.011 -0.006
H 1.97462 -5.17682 1.89257 0.446 -0.057 0.135 0.406
H -1.47173 0.16285 -0.49391 0.217 0.140 0.170 0.470
H -0.92907 -1.48755 -0.66950 0.060 0.188 -0.085 0.009
H -1.81524 -1.96487 1.35406 0.013 0.111 -0.068 0.374
H -2.01284 -0.28485 1.83221 0.172 0.089 -0.101 0.217
H -0.44864 -1.10703 2.02510 -0.040 0.123 -0.070 -0.273
H 2.99040 0.70100 4.16835 0.078 0.134 -0.402 0.416
H 1.26796 0.81320 3.77196 0.137 0.116 -0.286 0.383
H 2.49450 -1.90424 3.68077 -0.184 -0.046 -0.006 0.097
H 2.47530 -1.18173 5.27017 0.023 0.199 -0.147 0.288
H 0.25071 -2.20618 3.83699 0.025 0.033 0.044 0.315
H -0.04694 -0.74004 4.44952 0.115 0.038 0.071 0.318
H 3.57966 2.45250 3.14609 -0.132 -0.135 -0.046 0.677
H 5.23816 2.61566 0.80570 -0.120 -0.242 0.277 0.023
H 4.97515 3.78076 2.09816 0.145 -0.206 -0.068 0.323
H 4.75417 4.68623 -0.16247 -0.094 -0.024 0.077 0.523
H 3.33466 3.73461 -0.48223 -0.213 0.088 0.199 0.218
H 3.32989 5.00083 0.79661 -0.214 -0.226 -0.023 0.332
O -0.16660 -6.61851 -0.93898 2.055 -1.514 -2.159 -0.832
P -0.99805 -6.72289 -2.21099 -4.896 2.747 2.378 0.750
N -1.35254 -5.05174 -2.43704 -0.566 0.197 -0.268 0.276
C -2.04808 -4.29927 -1.40453 -0.104 -0.189 0.359 -1.015
C -0.16235 -4.31480 -2.85476 0.177 -0.299 -0.332 -1.143
N -2.28424 -7.65843 -1.57381 0.271 -0.729 0.554 0.239
C -3.64419 -7.19853 -1.42045 -0.242 0.014 -0.614 -1.044
C -1.94121 -8.57717 -0.49385 0.249 0.259 0.218 -0.994
N -1.58612 -7.11070 -3.85681 2.529 -0.712 -0.480 0.096
C -0.61370 -7.91391 -4.61391 -0.135 -0.384 0.194 -1.014
C -2.22160 -6.15564 -4.75054 0.142 0.644 0.016 -0.908
H -2.18487 -3.26646 -1.73427 0.181 -0.024 -0.110 0.330
H -1.50994 -4.28478 -0.44827 0.014 0.052 0.020 0.268
H -3.05206 -4.68672 -1.23604 0.091 -0.126 0.039 0.298
H 0.33691 -4.83068 -3.68522 -0.007 -0.049 0.052 0.374
H 0.55858 -4.21559 -2.03930 0.011 0.113 -0.082 0.010
H -0.42504 -3.31844 -3.21038 -0.049 0.012 0.106 0.412
H -3.77284 -6.60740 -0.50416 -0.034 -0.001 0.003 0.365
H -4.32769 -8.05123 -1.36495 0.075 -0.043 0.039 0.371
H -3.97725 -6.60404 -2.27256 0.143 0.089 -0.002 0.222
H -1.89166 -8.06950 0.47809 0.032 -0.089 0.050 0.268
H -0.97822 -9.04878 -0.67926 0.017 0.088 0.073 0.322
H -2.68164 -9.37856 -0.43231 -0.131 0.120 -0.116 0.347
H 0.25124 -7.31890 -4.92806 0.001 -0.054 -0.151 0.323
H -1.07372 -8.35613 -5.49936 -0.064 0.071 0.022 0.368
H -0.24909 -8.74078 -3.99489 0.011 0.060 0.025 0.314
H -1.52072 -5.42465 -5.17093 -0.078 0.057 -0.049 0.303
H -3.02900 -5.61805 -4.26250 0.141 0.018 0.146 0.254
H -2.67114 -6.70673 -5.58272 0.204 -0.237 0.076 0.388
O -4.88681 0.52308 3.56701 -1.681 -2.880 -0.463 -0.806
P -6.32977 0.97929 3.43197 1.231 5.958 0.717 0.763
N -6.14122 2.05587 2.09152 -0.327 0.514 -0.200 0.135
C -5.22663 3.18424 2.17937 0.225 0.058 0.336 -0.956
C -5.88852 1.32321 0.85583 -0.263 -0.326 0.087 -1.125
N -6.47908 1.75335 4.95221 0.357 -0.481 0.715 0.227
C -6.66224 3.17276 5.14501 -0.635 0.111 -0.173 -1.057
C -5.67799 1.19929 6.03902 0.367 -0.063 -0.214 -0.994
N -8.11159 1.03017 3.27522 0.230 -2.597 -0.618 0.064
C -8.70056 -0.31817 3.25209 0.016 -0.040 0.453 -1.013
C -8.83366 1.88718 2.34831 0.261 0.192 -0.560 -0.914
H -5.24974 3.74958 1.24463 -0.040 -0.174 -0.091 0.388
H -4.19035 2.88121 2.37072 0.031 0.011 -0.018 0.247
H -5.53406 3.88707 2.95144 0.026 -0.131 0.078 0.247
H -6.61717 0.51248 0.73683 0.045 -0.018 0.028 0.330
H -4.88606 0.87831 0.84208 -0.001 -0.011 -0.037 0.242
H -5.99709 1.98036 -0.00950 -0.006 0.081 0.073 0.360
H -5.71011 3.71658 5.09133 -0.010 0.028 0.022 0.370
H -7.10121 3.36712 6.12805 0.047 -0.079 0.023 0.364
H -7.35450 3.60218 4.41909 0.071 -0.081 -0.125 0.224
H -4.64148 1.55871 6.01059 0.027 -0.061 0.081 0.276
H -5.66106 0.11239 5.99118 0.098 0.038 -0.048 0.318
H -6.11521 1.46879 7.00339 -0.113 0.151 -0.101 0.353
H -8.50748 -0.83249 2.30388 -0.151 -0.053 -0.019 0.325
H -9.77887 -0.27867 3.41470 0.019 0.094 -0.024 0.363
H -8.27656 -0.92536 4.05894 0.044 0.023 -0.044 0.321
H -8.75003 1.56224 1.30418 -0.063 0.083 -0.040 0.305
H -8.50961 2.92141 2.41468 0.180 -0.087 -0.005 0.260
H -9.89378 1.87418 2.61950 0.064 -0.275 0.147 0.390
O 2.07052 5.69852 -2.53933 2.111 -1.419 -2.217 -0.873
P 1.26914 5.64333 -3.83081 -4.994 2.479 2.374 0.680
N 0.92685 7.33017 -4.00088 -0.487 0.334 -0.275 0.163
C 0.20858 8.04091 -2.95450 -0.118 -0.195 0.342 -0.959
C 2.12453 8.07967 -4.36209 0.169 -0.298 -0.255 -1.177
N -0.03580 4.69318 -3.26325 0.247 -0.705 0.511 0.420
C -1.39807 5.15098 -3.12674 -0.224 0.038 -0.636 -1.052
C 0.27901 3.73339 -2.21002 0.285 0.237 0.323 -1.109
N 0.72066 5.32312 -5.50377 2.553 -0.634 -0.463 0.093
C 1.70784 4.54259 -6.26633 -0.139 -0.400 0.187 -1.024
C 0.11253 6.31493 -6.37611 0.141 0.626 0.055 -0.922
H 0.07997 9.08717 -3.24244 0.170 -0.019 -0.100 0.381
H 0.72380 8.01259 -1.98700 0.005 0.025 0.023 0.257
H -0.79894 7.64886 -2.82629 0.090 -0.129 0.033 0.255
H 2.63921 7.59550 -5.20055 0.015 -0.019 0.048 0.329
H 2.83215 8.14649 -3.52712 0.023 0.024 -0.018 0.313
H 1.86274 9.08878 -4.68727 -0.103 -0.025 0.032 0.360
H -1.54812 5.70741 -2.19203 -0.033 -0.005 0.006 0.379
H -2.08408 4.29878 -3.12029 0.076 -0.047 0.041 0.332
H -1.70914 5.77822 -3.96397 0.139 0.087 0.005 0.232
H 0.30679 4.20692 -1.21997 0.046 -0.108 0.054 0.275
H 1.24583 3.26758 -2.39139 0.005 0.060 0.088 0.166
H -0.45954 2.92875 -2.19081 -0.129 0.123 -0.141 0.525
H 2.58387 5.14341 -6.53612 0.004 -0.048 -0.155 0.323
H 1.26791 4.13710 -7.17888 -0.066 0.068 0.024 0.367
H 2.05186 3.69064 -5.67028 0.006 0.057 0.026 0.318
H 0.82733 7.05727 -6.75167 -0.077 0.057 -0.060 0.304
H -0.70431 6.83854 -5.88845 0.135 0.010 0.147 0.255
H -0.31876 5.79846 -7.23914 0.199 -0.236 0.069 0.387